Molecular formula: C2H10N2O2
Method: DFT, ωB97M-V/def2-TZVPD

Structure (ORCA input):
```
! wB97M-V def2-TZVPD RIJCOSX def2/J DEFGRID3
* xyz 0 1
C 2.4682 0.2003 -0.2019
N 1.1216 0.0732 0.2944
C 0.6729 0.7735 1.3712
N -0.5768 0.9212 1.6137
H 2.6519 1.1221 -0.7741
H 2.6103 -0.6347 -0.8842
H 3.1425 0.3140 0.6503
H 0.3540 -0.3220 -0.2315
H 1.4383 1.1124 2.0747
H -0.6892 1.2713 2.5663
H -2.8821 -1.2290 0.3999
H -1.9085 -0.0222 0.6708
O -2.2116 -0.6627 -0.0039
H -1.4130 -0.9574 -1.6500
H -1.0192 -1.6697 -2.9390
O -0.8670 -0.8586 -2.4707
*
```

Computed properties:
Molecular weight: 94.1 g mol⁻¹
HOMO-LUMO gap: 0.36740 hartree
LUMO level: 0.99 eV
Structure (SMILES): [H]/N=C/NC.O.O

What are the natural (NBO) partial charges on each atom? They are as follows, in elementary charge units:
1 C -0.404
2 N -0.603
3 C 0.311
4 N -0.787
5 H 0.184
6 H 0.219
7 H 0.197
8 H 0.420
9 H 0.147
10 H 0.349
11 H 0.475
12 H 0.516
13 O -1.008
14 H 0.500
15 H 0.460
16 O -0.976

=====

Molecular formula: C2H10N2O2
Method: DFT, ωB97M-V/def2-TZVPD

Structure (ORCA input):
```
! wB97M-V def2-TZVPD RIJCOSX def2/J DEFGRID3
* xyz 0 1
C -2.0020 0.4138 -1.0655
N -1.1463 -0.6867 -0.5124
C -0.5936 -0.6036 0.7585
N -0.6663 -1.4133 1.7895
H -3.0047 0.1558 -0.9396
H -1.7158 0.4250 -2.0984
H -1.7982 1.3217 -0.5293
H -1.5816 -1.5764 -0.5847
H 0.0154 0.3606 0.8487
H -0.3577 -0.9750 2.6332
H 1.7371 3.2848 0.8599
H 2.2319 1.9776 1.5369
O 2.2542 2.9298 1.5624
H 2.9890 -1.5937 -1.3513
H 1.4086 -1.9111 -1.2274
O 2.2301 -2.1094 -1.6805
*
```

Computed properties:
Molecular weight: 94.1 g mol⁻¹
HOMO-LUMO gap: 0.36563 hartree
LUMO level: 0.40 eV
Structure (SMILES): [H]/N=C/NC.O.O

What are the natural (NBO) partial charges on each atom? They are as follows, in elementary charge units:
1 C -0.395
2 N -0.638
3 C 0.290
4 N -0.712
5 H 0.198
6 H 0.209
7 H 0.203
8 H 0.378
9 H 0.114
10 H 0.352
11 H 0.470
12 H 0.470
13 O -0.939
14 H 0.476
15 H 0.481
16 O -0.958

=====

Molecular formula: C2H10N2O2P
Method: DFT, ωB97M-V/def2-TZVPD

Structure (ORCA input):
```
! wB97M-V def2-TZVPD RIJCOSX def2/J DEFGRID3
* xyz 1 1
C -1.1024 -0.5242 1.2473
C 0.7001 -1.4076 0.2075
N -0.4811 2.6411 -0.2176
N -0.3633 -0.5694 -0.0211
O 1.6089 1.4054 0.7836
O 0.8498 1.1399 -1.6833
P 0.3894 1.3161 -0.1935
H -0.5231 -0.0618 2.0302
H -2.1256 -0.1150 1.0702
H -1.3406 -1.6055 1.5141
H 1.4590 -1.3433 -0.5729
H 1.1827 -1.3126 1.1966
H 0.2115 -2.3078 0.1550
H -0.9060 2.9527 -1.1360
H -0.5661 3.2238 0.5475
H 1.6803 0.8748 1.6341
H 1.2961 1.7371 -2.2422
*
```

Computed properties:
Molecular weight: 125.1 g mol⁻¹
HOMO-LUMO gap: 0.37180 hartree
LUMO level: -3.85 eV
Structure (SMILES): C[N+](C)=P(N)(O)O

What are the natural (NBO) partial charges on each atom? They are as follows, in elementary charge units:
1 C -0.472
2 C -0.446
3 N -1.192
4 N -0.505
5 O -0.978
6 O -0.976
7 P 2.291
8 H 0.170
9 H 0.235
10 H 0.236
11 H 0.226
12 H 0.156
13 H 0.238
14 H 0.470
15 H 0.441
16 H 0.565
17 H 0.543

=====

Molecular formula: C2H10N2O3
Method: DFT, ωB97M-V/def2-TZVPD

Structure (ORCA input):
```
! wB97M-V def2-TZVPD RIJCOSX def2/J DEFGRID3
* xyz 0 1
O -0.8836 -1.0706 -2.2691
C -1.0676 -0.0997 -1.5498
N -0.1117 0.5358 -0.8514
C 1.2902 0.4386 -1.1283
N 1.9496 -0.3609 -0.0726
H -2.0968 0.2531 -1.5278
H -0.2671 1.1663 -0.0900
H 1.5130 -0.0530 -2.0601
H 1.7247 1.4273 -1.1146
H 2.6483 -0.9967 -0.4368
H 1.2749 -0.9483 0.3988
H -2.4402 -0.7079 1.5769
H -1.5305 0.3873 2.2420
O -1.7630 -0.0402 1.4101
H 1.3165 0.0406 3.4270
H 0.8298 0.5385 2.0965
O 0.5867 0.5464 3.0397
*
```

Computed properties:
Molecular weight: 110.1 g mol⁻¹
HOMO-LUMO gap: 0.38078 hartree
LUMO level: 0.64 eV
Structure (SMILES): NCNC=O.O.O

What are the natural (NBO) partial charges on each atom? They are as follows, in elementary charge units:
1 O -0.619
2 C 0.532
3 N -0.628
4 C -0.052
5 N -0.877
6 H 0.130
7 H 0.406
8 H 0.201
9 H 0.175
10 H 0.367
11 H 0.366
12 H 0.481
13 H 0.494
14 O -0.974
15 H 0.477
16 H 0.477
17 O -0.957

=====

Molecular formula: C2H10N2O3
Method: DFT, ωB97M-V/def2-TZVPD

Structure (ORCA input):
```
! wB97M-V def2-TZVPD RIJCOSX def2/J DEFGRID3
* xyz 0 1
O -1.8225 -0.0996 -1.7288
C -2.0613 -0.7326 -0.6459
N -2.9395 -0.5451 0.3140
C 0.1406 0.9190 1.1693
N 0.1824 1.1605 -0.3778
H -1.4179 -1.5992 -0.3290
H -3.6494 0.2440 -0.0269
H -0.2875 1.8105 1.5054
H -0.5140 0.0835 1.4256
H -0.4005 0.5299 -0.9805
H 1.0868 0.6315 1.4773
H 1.3940 -2.2115 0.0760
H 1.8579 -0.6845 -0.1079
O 1.1161 -1.3365 0.3299
H 3.4750 0.3408 -0.9415
H 1.1539 1.0704 -0.6790
O 2.6859 0.4190 -0.4801
*
```

Computed properties:
Molecular weight: 110.1 g mol⁻¹
HOMO-LUMO gap: 0.14612 hartree
LUMO level: -5.57 eV

What are the natural (NBO) partial charges on each atom? They are as follows, in elementary charge units:
1 O -0.483
2 C 0.364
3 N -0.542
4 C -0.431
5 N -0.387
6 H 0.170
7 H 0.331
8 H 0.235
9 H 0.255
10 H 0.395
11 H 0.246
12 H 0.469
13 H 0.497
14 O -0.977
15 H 0.458
16 H 0.431
17 O -1.033

=====

Molecular formula: C2H10N2O3
Method: DFT, ωB97M-V/def2-TZVPD

Structure (ORCA input):
```
! wB97M-V def2-TZVPD RIJCOSX def2/J DEFGRID3
* xyz 1 2
N -1.5992 -0.0413 -1.3953
C -0.4735 0.1648 -0.4959
C -0.5872 -0.8631 0.6205
N -1.7362 -1.4157 0.8643
O 0.4264 -1.1601 1.3008
H -1.6213 0.6980 -2.0985
H -1.4059 -0.8910 -1.9231
H 0.4763 0.0428 -1.0214
H -0.5700 1.1557 -0.0545
H -2.5110 -1.3207 0.2349
H -1.8080 -2.2199 1.4780
H 0.1899 2.1675 1.5876
H 0.6948 3.4858 2.0234
O 0.0229 3.1048 1.4428
H 3.5355 -1.3403 -1.8544
H 2.8998 -0.1565 -1.1868
O 3.2365 -0.4363 -2.0471
*
```

Computed properties:
Molecular weight: 110.1 g mol⁻¹
<S²>: 0.7553
HOMO-LUMO gap (alpha / beta): 0.37875 / 0.19591 hartree
LUMO level (alpha / beta): -4.43 / -9.41 eV

What are the natural (NBO) partial charges on each atom? They are as follows, in elementary charge units:
1 N -0.812
2 C -0.292
3 C 0.615
4 N -0.678
5 O -0.062
6 H 0.416
7 H 0.374
8 H 0.247
9 H 0.278
10 H 0.464
11 H 0.443
12 H 0.438
13 H 0.485
14 O -0.920
15 H 0.474
16 H 0.449
17 O -0.920

=====

Molecular formula: C2H10N2OSi
Method: DFT, ωB97M-V/def2-TZVPD

Structure (ORCA input):
```
! wB97M-V def2-TZVPD RIJCOSX def2/J DEFGRID3
* xyz 0 1
C 2.2267 -0.9542 -0.6468
C 1.4130 1.2154 0.1153
N -2.1268 -0.2939 1.1600
N 1.4238 -0.0660 0.3010
O 0.8766 -0.6352 1.2426
Si -2.5164 0.3563 -0.4151
H 3.1540 -1.2436 -0.2868
H 1.8937 -1.9122 -0.6726
H 2.2050 -0.3456 -1.5464
H 0.8000 1.8676 0.7555
H -1.2642 0.4816 -1.2172
H 2.1557 1.7324 -0.5551
H -1.2518 0.0603 1.5482
H -2.4417 -1.0978 1.6940
H -3.2702 -0.8360 -0.7805
H -3.2774 1.6709 -0.6962
*
```

Computed properties:
Molecular weight: 106.2 g mol⁻¹
HOMO-LUMO gap: 0.35235 hartree
LUMO level: 0.82 eV
Structure (SMILES): C=[N+](C)[O-].N[SiH3]

What are the natural (NBO) partial charges on each atom? They are as follows, in elementary charge units:
1 C -0.442
2 C -0.253
3 N -1.302
4 N 0.147
5 O -0.514
6 Si 1.080
7 H 0.219
8 H 0.230
9 H 0.212
10 H 0.208
11 H -0.206
12 H 0.200
13 H 0.398
14 H 0.410
15 H -0.196
16 H -0.191

=====

Molecular formula: C2H10N2OSi
Method: DFT, ωB97M-V/def2-TZVPD

Structure (ORCA input):
```
! wB97M-V def2-TZVPD RIJCOSX def2/J DEFGRID3
* xyz 0 1
C 0.5928 -1.8704 1.0691
C 0.5557 0.3943 0.4284
N -1.4652 0.2608 -1.6690
N 0.2134 -0.7771 0.2700
O -2.2842 -1.9138 -0.1256
Si -1.2157 -1.3376 -1.0199
H 0.6843 -1.4808 2.0604
H -0.1872 -2.6070 0.9873
H 1.5445 -2.2548 0.6660
H 2.6453 -0.5012 -5.0773
H 0.0768 1.0733 -0.4407
H 1.2542 0.8108 1.1809
H -0.8912 0.5047 -2.4963
H -1.7266 1.0258 -1.0719
H -0.2208 -2.0145 -1.9565
H 2.1524 -0.5121 -4.6095
*
```

Computed properties:
Molecular weight: 106.2 g mol⁻¹
HOMO-LUMO gap: 0.34838 hartree
LUMO level: 0.19 eV

What are the natural (NBO) partial charges on each atom? They are as follows, in elementary charge units:
1 C -0.446
2 C 0.022
3 N -1.326
4 N -0.486
5 O -1.254
6 Si 1.889
7 H 0.203
8 H 0.257
9 H 0.219
10 H 0.004
11 H 0.214
12 H 0.186
13 H 0.392
14 H 0.392
15 H -0.263
16 H -0.004